{
  "formula": "C47H121N7O15",
  "method": "ωB97M-V/def2-TZVPD",
  "symbols": ["C", "O", "C", "C", "C", "N", "H", "H", "H", "H", "H", "H", "H", "H", "H", "H", "H", "C", "O", "C", "C", "C", "N", "H", "H", "H", "H", "H", "H", "H", "H", "H", "H", "H", "C", "O", "C", "C", "N", "C", "C", "O", "C", "H", "H", "H", "H", "H", "H", "H", "H", "H", "H", "H", "H", "H", "H", "H", "C", "O", "C", "C", "N", "C", "C", "O", "C", "H", "H", "H", "H", "H", "H", "H", "H", "H", "H", "H", "H", "H", "H", "H", "C", "O", "C", "C", "N", "C", "C", "O", "C", "H", "H", "H", "H", "H", "H", "H", "H", "H", "H", "H", "H", "H", "H", "H", "C", "O", "C", "C", "N", "C", "C", "O", "C", "H", "H", "H", "H", "H", "H", "H", "H", "H", "H", "H", "H", "H", "H", "H", "C", "O", "C", "C", "N", "C", "C", "O", "C", "H", "H", "H", "H", "H", "H", "H", "H", "H", "H", "H", "H", "H", "H", "H", "C", "C", "C", "O", "H", "H", "H", "H", "H", "H", "H", "H", "C", "C", "C", "O", "H", "H", "H", "H", "H", "H", "H", "H", "C", "C", "C", "O", "H", "H", "H", "H", "H", "H", "H", "H"],
  "positions_angstrom": [[-0.360731, -22.427553, -7.974054], [-0.872493, -22.921038, -6.725496], [-2.026272, -22.153891, -6.230198], [-2.513855, -22.890028, -4.946848], [-3.706172, -22.229584, -4.227918], [-1.392827, -23.376729, -4.149003], [-1.100653, -22.616882, -8.751732], [0.567821, -22.988938, -8.077641], [-0.016135, -21.397044, -7.887962], [-1.675846, -21.141099, -6.031323], [-2.943192, -22.103158, -6.817400], [-2.947741, -23.800871, -5.359407], [-3.486145, -21.209468, -3.913189], [-3.933104, -22.816344, -3.337800], [-4.664739, -22.293815, -4.742828], [-0.926440, -22.579185, -3.740953], [-0.806423, -23.628192, -4.931955], [-0.620748, -13.223461, -15.079556], [-0.270336, -14.493814, -15.492095], [-0.311782, -15.450204, -14.388009], [-0.098408, -16.900005, -14.985423], [-1.256166, -17.306689, -15.852602], [-0.102045, -17.913550, -13.974448], [-0.590697, -12.656996, -16.010313], [0.052531, -12.812730, -14.327159], [-1.583568, -13.225670, -14.568598], [0.459240, -15.094572, -13.704523], [-1.199783, -15.488154, -13.757042], [0.860636, -16.949259, -15.501074], [-1.353553, -18.359372, -16.118089], [-1.439486, -16.684110, -16.728323], [-2.159456, -17.173105, -15.257358], [-0.000216, -18.865679, -14.295656], [0.770157, -17.846273, -13.469636], [-7.661100, -7.265944, -10.208784], [-7.265099, -6.429595, -11.222993], [-5.958293, -6.613163, -11.693826], [-5.962211, -7.911810, -12.586297], [-6.945767, -7.676101, -13.687389], [-7.541080, -8.960005, -14.124580], [-6.521290, -10.029566, -14.588549], [-7.056916, -11.129778, -15.314410], [-6.176955, -12.253542, -15.258746], [-6.997967, -6.903710, -9.423209], [-7.460620, -8.326939, -10.357781], [-8.641012, -7.071614, -9.772768], [-5.203124, -6.457468, -10.923373], [-5.821239, -5.831276, -12.440795], [-6.270931, -8.605963, -11.804661], [-4.924353, -8.163186, -12.804842], [-7.588178, -6.912578, -13.531044], [-8.181405, -8.795025, -14.991101], [-8.272417, -9.238970, -13.366013], [-6.077597, -10.478971, -13.700140], [-5.619651, -9.633766, -15.055965], [-6.161785, -12.716559, -14.272086], [-5.217063, -12.110151, -15.754874], [-6.503554, -12.989957, -15.993008], [-10.262433, -30.748714, -11.126938], [-9.146073, -29.871308, -11.148825], [-8.163730, -30.177208, -10.182901], [-7.099773, -29.047076, -10.175150], [-5.914203, -29.486964, -10.895825], [-5.055985, -28.353818, -11.014112], [-3.703848, -28.773893, -11.566494], [-3.921422, -29.205414, -12.953359], [-2.667128, -29.525954, -13.476946], [-11.193934, -30.340310, -11.518880], [-10.500341, -31.108418, -10.125899], [-10.018549, -31.635242, -11.712338], [-7.669970, -31.117920, -10.426525], [-8.527784, -30.313479, -9.164587], [-6.781592, -28.864702, -9.148701], [-7.431030, -28.071290, -10.530420], [-6.173131, -29.805392, -11.818695], [-4.839933, -27.930861, -10.033037], [-5.447472, -27.609541, -11.707573], [-3.241887, -29.612547, -11.045568], [-3.086944, -27.879803, -11.476323], [-2.295573, -30.411152, -12.960738], [-2.051255, -28.676066, -13.182856], [-2.616199, -29.727694, -14.546908], [-4.527266, -26.603352, -22.598502], [-5.075209, -25.747608, -23.598747], [-6.401365, -25.152255, -23.280006], [-6.587272, -24.641882, -21.813009], [-5.622826, -23.610091, -21.317987], [-6.050233, -23.107411, -20.010009], [-5.589816, -24.165896, -19.031677], [-4.225942, -24.455942, -18.982356], [-3.782480, -25.064261, -17.751891], [-4.845582, -27.643115, -22.523256], [-4.609452, -26.202628, -21.588170], [-3.454746, -26.686805, -22.774110], [-7.046651, -26.027758, -23.352037], [-6.864379, -24.463701, -23.986838], [-6.717760, -25.421785, -21.062794], [-7.521742, -24.081429, -21.785486], [-4.700684, -24.002828, -21.193438], [-7.103470, -22.837567, -19.932654], [-5.399389, -22.258008, -19.802606], [-6.007048, -25.159421, -19.195829], [-5.968756, -23.755705, -18.095591], [-2.830743, -25.573738, -17.902672], [-4.551701, -25.708102, -17.325432], [-3.560133, -24.232583, -17.083329], [-13.339813, -15.628152, -13.709532], [-14.217917, -16.154036, -12.708980], [-14.056640, -17.485842, -12.364124], [-15.136136, -18.005578, -11.503305], [-15.046194, -17.627791, -10.121934], [-16.252577, -17.644804, -9.275624], [-16.101050, -17.005907, -7.877024], [-15.708704, -15.643000, -8.045023], [-16.684743, -14.858630, -8.717128], [-13.382194, -14.539237, -13.685626], [-13.618664, -16.012808, -14.690539], [-12.301631, -15.958048, -13.671570], [-13.115275, -17.652261, -11.840454], [-13.936904, -18.099251, -13.257146], [-15.235471, -19.088249, -11.581005], [-16.132397, -17.787701, -11.888116], [-14.723825, -16.686885, -9.946223], [-16.367689, -18.695732, -9.010278], [-17.022308, -17.139811, -9.859220], [-15.312732, -17.414627, -7.244880], [-17.010678, -17.202339, -7.309493], [-16.252582, -13.858163, -8.696842], [-17.659060, -14.880746, -8.228957], [-16.606676, -15.018461, -9.792522], [-9.558091, -14.043141, -8.287017], [-9.156557, -13.109218, -7.292096], [-8.192347, -12.118990, -7.754242], [-6.740822, -12.738589, -8.015912], [-6.813753, -13.405199, -9.356761], [-5.489626, -14.146887, -9.626996], [-4.173722, -13.403139, -9.469949], [-4.214260, -12.117071, -10.163178], [-3.174338, -11.142400, -9.813552], [-10.377543, -14.615267, -7.851982], [-8.811710, -14.723809, -8.696535], [-9.995342, -13.673114, -9.214379], [-8.112354, -11.230200, -7.128343], [-8.664352, -11.772862, -8.673755], [-6.611733, -13.499933, -7.246636], [-6.003003, -11.969923, -7.785998], [-7.018896, -12.743013, -10.091287], [-5.399457, -14.568693, -10.628022], [-5.369704, -14.961822, -8.913138], [-3.326573, -13.980964, -9.839493], [-3.896497, -13.107560, -8.458081], [-3.244302, -10.162812, -10.286424], [-2.213160, -11.483897, -10.197762], [-3.217524, -10.968558, -8.738376], [-11.206898, -21.874070, -6.244306], [-11.699933, -20.820737, -7.278243], [-10.701115, -20.674997, -8.341367], [-12.905163, -21.315722, -7.823667], [-12.063196, -22.479435, -5.947005], [-10.671421, -21.446811, -5.396480], [-10.623801, -22.602902, -6.807248], [-11.793240, -19.854916, -6.781670], [-10.850817, -19.746058, -8.891607], [-10.507142, -21.513840, -9.009834], [-9.754285, -20.382513, -7.887431], [-13.245314, -20.676786, -8.454270], [-13.522992, -25.130296, -15.604875], [-12.122096, -24.488637, -16.051153], [-11.137283, -24.482413, -14.920567], [-11.439533, -25.189925, -16.996823], [-13.485358, -26.216229, -15.691138], [-14.184658, -24.828836, -16.416933], [-13.771912, -24.863203, -14.577843], [-12.305421, -23.661312, -16.736743], [-10.139453, -24.144049, -15.199765], [-11.103735, -25.410288, -14.349581], [-11.479180, -23.756382, -14.182937], [-11.102882, -25.999518, -16.605906], [-5.326404, -22.084000, -12.243365], [-5.013788, -20.636739, -12.667569], [-6.262299, -19.899484, -13.210248], [-4.385871, -19.953845, -11.582044], [-4.561291, -22.594450, -11.658449], [-5.689782, -22.647051, -13.103031], [-6.164076, -22.121234, -11.546938], [-4.280835, -20.761478, -13.464635], [-6.581233, -20.464030, -14.086410], [-6.061457, -18.838091, -13.355882], [-7.121968, -19.886520, -12.540241], [-3.484907, -19.708304, -11.804722]],
  "atomic_forces_ev_per_a": [[0.344, -0.749, 1.340], [-1.743, 1.185, -0.413], [0.553, -0.608, 1.274], [-0.840, -0.359, -1.004], [0.667, -0.290, 0.580], [-0.592, 0.527, -0.032], [0.309, 0.258, -0.276], [-0.204, -0.249, -0.608], [-0.543, 0.349, -0.126], [-0.002, 0.226, 0.096], [0.433, -0.131, -1.042], [-0.025, -0.294, -0.107], [-0.161, 0.105, -0.044], [0.388, 0.025, 0.274], [0.317, 0.339, -0.652], [0.195, 0.257, 0.332], [0.896, -0.587, 0.402], [-0.134, 0.425, 0.022], [-0.436, -2.392, 1.085], [0.975, -0.555, -1.224], [0.051, 0.329, -0.574], [-1.607, 0.866, -0.638], [0.950, -0.349, 2.421], [-0.303, 0.529, 0.416], [0.561, 0.148, -0.061], [-0.507, 0.185, -0.378], [0.535, -0.552, 0.165], [-0.723, 0.386, -0.527], [-0.004, 0.508, -0.501], [0.813, -0.050, -0.174], [0.392, -0.074, -0.131], [-0.146, 0.192, 0.281], [-0.566, 0.022, -0.860], [0.117, 0.366, 0.694], [1.366, 0.247, 2.264], [-1.169, 1.135, -1.576], [-0.462, -0.136, -2.254], [-0.729, 2.013, 1.912], [2.521, -1.976, -0.117], [-0.682, 0.901, -1.099], [0.574, -0.576, 1.846], [0.142, 0.199, -0.142], [-0.725, -0.221, -1.323], [0.166, -0.804, 1.067], [-0.371, -0.079, -0.169], [-0.303, 0.031, -0.945], [0.117, -0.657, 0.203], [0.094, 0.486, 0.258], [-0.351, -1.020, -0.625], [-0.170, -0.017, -0.892], [-0.059, -0.428, 0.389], [0.033, 0.396, -0.260], [0.329, -1.069, 0.309], [0.005, -0.006, 0.596], [-0.330, 0.634, -0.684], [0.384, 0.199, 0.062], [0.668, 0.887, 0.894], [-1.030, -0.171, 0.311], [0.382, -0.779, 0.060], [-0.972, 0.308, 0.337], [0.711, 0.910, -0.133], [-0.114, -1.331, 0.310], [-0.570, 0.088, 0.501], [1.743, -0.828, -0.577], [-1.244, -0.129, -1.148], [-0.389, 0.699, 1.034], [0.651, 0.045, 0.639], [0.417, 0.601, -0.203], [0.143, 0.154, 0.311], [-0.062, -0.212, -0.158], [0.210, -0.150, -0.164], [-0.709, 0.177, 0.013], [-0.021, -0.094, 0.199], [-0.727, -0.056, -0.280], [-0.016, -0.066, -0.194], [-0.358, 0.186, 0.100], [-0.133, 0.511, 0.132], [-0.094, 0.047, 0.333], [0.567, -0.034, -0.556], [0.329, -0.228, 0.006], [0.813, -0.106, -0.600], [-0.561, 0.300, 0.029], [0.523, 0.506, 0.318], [-0.920, 1.061, 0.281], [0.385, -2.181, 1.912], [0.677, 1.403, -0.238], [-1.286, -0.069, -1.658], [2.765, -1.238, -0.769], [-1.718, -0.448, 1.941], [1.519, 0.353, -0.260], [-0.232, 1.284, -0.578], [-0.857, -0.054, -0.577], [-0.176, 0.252, 0.072], [0.027, 0.278, -0.331], [-0.515, -0.072, 0.147], [1.380, 0.301, -0.361], [0.111, -0.561, -0.321], [-0.358, -0.248, -0.345], [0.139, -0.055, -0.149], [0.111, -0.245, -0.066], [-0.354, 0.485, 0.079], [-1.034, 0.166, -0.031], [0.197, -0.442, 0.847], [-0.295, -0.214, -0.359], [0.086, -0.163, -0.027], [-0.180, -0.103, 0.484], [-0.294, -0.777, -0.132], [0.105, 1.512, -0.114], [1.417, -0.770, -0.603], [-2.197, -0.542, 0.454], [0.809, 1.026, 2.209], [1.109, -1.400, 0.191], [1.067, 0.502, -1.373], [-0.857, -0.242, 0.678], [1.764, 0.910, -0.106], [-0.124, -0.204, 0.058], [-0.542, 0.213, -0.259], [0.240, 0.004, 0.898], [0.387, 0.205, 0.310], [-0.397, -0.198, -0.362], [0.858, -0.396, 0.161], [-0.301, 0.910, -0.520], [0.705, 0.228, -0.824], [-1.174, -0.219, -0.511], [-0.844, -0.541, 0.394], [0.219, -0.386, -0.462], [-0.483, 0.614, -0.086], [-0.374, 0.320, 0.577], [-0.112, -0.163, -0.390], [-0.946, -0.656, -0.165], [-0.676, -0.669, -0.073], [0.982, 0.649, -0.241], [0.301, -1.485, -0.878], [-2.912, 0.064, -0.423], [3.032, -0.831, 1.042], [-0.397, 0.972, 0.052], [0.709, 2.800, 0.146], [0.207, 0.756, -0.480], [-0.572, -1.427, -0.175], [0.187, -0.104, 0.283], [0.480, 0.041, 0.744], [-0.043, 1.161, 0.001], [-0.360, -0.507, 0.689], [0.555, 0.315, -0.512], [0.018, -0.237, -0.087], [0.361, 0.163, -0.749], [0.348, 0.227, -0.017], [-0.905, -0.025, -0.084], [-0.536, -0.244, 0.008], [-0.073, -0.353, -0.227], [-0.342, -0.488, 0.555], [-1.105, -0.206, -0.325], [0.284, -0.390, 0.576], [0.442, -0.165, 0.138], [-0.891, -0.197, -1.028], [0.255, -1.323, 1.137], [1.974, 1.710, -0.811], [-0.656, 0.013, 0.308], [-0.129, 0.359, 0.546], [-0.005, -0.142, -0.166], [0.544, 0.097, 0.240], [-0.493, 0.135, 0.096], [-0.589, -0.170, -0.686], [-0.394, -0.092, 0.183], [0.393, -0.459, 0.289], [-0.033, 0.121, -0.136], [1.700, 0.404, -1.363], [-0.966, -1.025, 0.851], [-0.526, 2.425, 1.791], [0.720, -2.815, -2.918], [0.328, -0.112, 0.216], [-0.675, 0.184, 0.653], [-0.390, 0.270, -0.334], [-0.277, 1.403, 1.546], [-0.058, -0.277, -0.253], [-0.025, -0.352, -0.480], [0.079, 0.175, 0.405], [0.103, -0.278, -0.109], [-1.135, 0.337, 0.489], [0.070, -0.741, 0.314], [0.487, -0.410, 0.661], [-0.369, 0.227, 0.206], [0.520, 0.130, -0.656], [0.421, -0.250, -0.076], [-0.304, 0.386, 0.087], [0.014, 0.426, -0.324], [-0.012, 0.518, -0.343], [0.243, -0.164, -0.635], [0.173, -0.415, 0.436], [-0.087, -0.027, -0.166]],
  "homo_lumo_gap_ev": 8.604,
  "e_above_lowest_ev": 6.570,
  "lumo_energy_ha": 0.0019,
  "total_energy_ev": -91828.071,
  "smiles": "COC[C@H](C)N.COC[C@H](C)N.COCCNCCOC.COCCNCCOC.COCCNCCOC.COCCNCCOC.COCCNCCOC.CC(C)O.CC(C)O.CC(C)O"
}